Here is 2 unconnected molecules or ions with the total composition C4H11NO3 from the OMol25 dataset. Energies are from ωB97M-V/def2-TZVPD.

```
! RIJCOSX wB97M-V def2-TZVPD def2/J DEFGRID3
* xyz 0 1
N -0.279 0.809 0.825
C 0.165 -0.027 -0.291
C 0.994 0.888 -1.258
O 2.170 1.077 -0.981
C -0.957 -0.448 -1.216
C -2.151 -1.325 -0.554
O -2.307 -0.965 0.802
H -0.341 0.280 1.759
H 0.302 1.589 0.946
H 0.686 -1.028 0.088
H 0.392 1.356 -2.038
H -0.442 -1.016 -2.099
H -1.530 0.352 -1.738
H -1.961 -2.336 -0.447
H -3.065 -1.169 -1.082
H -2.585 -0.074 1.011
O 2.280 0.029 2.021
H 2.595 -0.245 1.172
H 2.461 0.972 1.829
*
```

SMILES: N[C@H](C=O)CCO.O
E: -11956.9611 eV
Relative energy (zero: lowest compared OMol25 entry of this formula, charge and spin): 72.6 kcal per mole

---

Here is a single C11H12N2O2 molecule from the OMol25 dataset. Energies are from ωB97M-V/def2-TZVPD.

```
! RIJCOSX wB97M-V def2-TZVPD def2/J DEFGRID3
* xyz 0 1
C 0.292 -2.076 -0.403
C 0.827 -0.620 -0.616
C 2.326 -0.543 -0.712
C -0.039 -0.029 -1.797
O -1.152 0.533 -1.165
C -0.572 1.241 -0.067
C -1.454 1.499 1.143
C -2.568 2.238 1.346
C -3.229 2.183 2.613
N -2.781 1.448 3.645
C -1.629 0.753 3.456
C -0.950 0.740 2.265
C 0.209 -0.094 1.779
O 0.784 -0.897 2.402
N 0.355 0.251 0.464
H 0.578 -2.645 0.561
H 0.689 -2.659 -1.140
H -0.755 -2.027 -0.262
H 2.762 -1.551 -0.531
H 2.721 0.106 0.084
H 2.613 0.003 -1.606
H 0.370 0.928 -2.158
H -0.373 -0.734 -2.618
H -0.046 2.146 -0.537
H -3.040 2.848 0.549
H -4.217 2.597 2.551
H -1.244 0.110 4.335
*
```

SMILES: CC1(C)CO[C@H]2c3ccncc3C(=O)N21
E: -18675.5757 eV
Relative energy (zero: lowest compared OMol25 entry of this formula, charge and spin): 55.9 kcal per mole

---

Here is a molecular structure, C30H32IrN7O2S2 from the OMol25 dataset. Energies are from ωB97M-V/def2-TZVPD.

```
! RIJCOSX wB97M-V def2-TZVPD def2/J DEFGRID3
* xyz 0 5
Ir 0.392 -0.711 1.004
S 2.393 -0.060 4.974
C 0.639 0.395 5.269
C 0.149 1.009 6.463
C -1.235 1.514 6.360
C -1.825 1.593 5.119
C -1.304 0.993 3.888
C -0.037 0.392 4.051
N 0.580 -0.256 3.050
C 1.910 -0.467 3.340
C 2.835 -0.559 2.250
C 4.178 -0.300 2.370
C 5.052 -0.448 1.312
C 4.596 -0.918 0.052
C 3.220 -1.064 -0.196
C 2.345 -0.764 0.925
H 0.849 1.107 7.249
H -1.754 1.971 7.191
H -2.858 1.976 5.093
H -1.881 0.881 3.000
H 4.584 0.165 3.260
H 6.147 -0.306 1.457
H 5.283 -1.223 -0.711
H 2.858 -1.461 -1.166
C 3.222 2.871 0.053
N 2.065 2.096 -0.394
C 0.937 2.029 0.302
N 0.738 2.831 1.364
O 0.017 1.210 0.025
H 4.126 2.663 -0.512
H 3.396 2.864 1.185
H 3.081 3.926 -0.157
H 2.321 1.341 -1.001
H 1.395 3.494 1.721
H -0.129 2.666 1.892
C -1.253 -2.597 -2.297
O -0.766 -1.599 -1.476
C 0.159 -1.813 -0.572
C 0.635 -3.233 -0.529
H -1.557 -3.404 -1.680
H -0.468 -2.874 -2.984
H -2.072 -2.076 -2.815
H 0.943 -3.734 -1.436
H -0.215 -3.793 -0.217
H 1.439 -3.352 0.149
N -0.529 1.511 -3.022
C -0.054 1.131 -4.249
C -1.054 1.004 -5.281
C -0.555 0.868 -6.583
C 0.839 0.868 -6.811
C 1.666 0.907 -5.731
N 1.249 0.989 -4.431
H -1.484 1.311 -2.791
H 0.070 1.319 -2.242
H -2.055 1.174 -5.057
H -1.203 0.739 -7.442
H 1.222 0.833 -7.841
H 2.793 0.924 -5.796
N -1.960 -2.296 2.985
C -2.599 -1.855 1.892
N -2.184 -0.825 1.180
C -3.076 -0.630 0.110
C -3.062 0.433 -0.808
C -3.925 0.436 -1.880
C -4.823 -0.586 -2.128
C -4.935 -1.594 -1.174
C -4.081 -1.614 -0.002
S -4.008 -2.768 1.295
H -1.539 -1.653 3.574
H -2.395 -2.979 3.580
H -2.270 1.147 -0.630
H -3.962 1.267 -2.630
H -5.519 -0.673 -2.988
H -5.698 -2.361 -1.319
*
```

E: -70659.6198 eV
Relative energy (zero: lowest compared OMol25 entry of this formula, charge and spin): 12.3 kcal per mole

---

Here is 2 unconnected molecules or ions with the total composition C4H5NO2 from the OMol25 dataset. Energies are from ωB97M-V/def2-TZVPD.

```
! RIJCOSX wB97M-V def2-TZVPD def2/J DEFGRID3
* xyz 0 3
C -3.085 0.451 0.002
C 1.634 -0.430 0.009
C -0.627 -1.354 -0.037
C 2.355 0.848 0.041
N 0.468 -0.718 -0.002
O -3.817 -0.427 0.046
O -2.373 1.345 -0.043
H -1.119 -1.651 0.872
H -1.069 -1.589 -0.986
H 1.872 1.573 0.699
H 2.380 1.270 -0.964
H 3.381 0.681 0.362
*
```

E: -9809.6753 eV
Relative energy (zero: lowest compared OMol25 entry of this formula, charge and spin): 0.0 kcal per mole

---

Here is a single C5H4F3NS2 molecule from the OMol25 dataset. Energies are from ωB97M-V/def2-TZVPD.

```
! RIJCOSX wB97M-V def2-TZVPD def2/J DEFGRID3
* xyz 0 1
F 4.716 -0.615 -0.542
C 3.556 -0.630 0.157
F 3.588 -1.527 1.072
F 3.477 0.569 0.710
C 2.424 -0.919 -0.821
C 1.129 -0.498 -0.547
N 0.852 0.076 0.628
C -0.198 0.787 0.736
C -1.145 0.767 -0.484
S -1.085 2.434 -1.002
S -0.325 -0.573 -1.577
H 2.833 -1.328 -1.646
H -0.568 1.396 1.506
H -2.146 0.489 -0.265
H -2.029 2.721 0.059
*
```

SMILES: FC(F)(F)/C=C1\N=C[C@@H](S)S1
E: -36561.0852 eV
Relative energy (zero: lowest compared OMol25 entry of this formula, charge and spin): 7.6 kcal per mole

---

Here is a molecular structure, C2H5N3O2 from the OMol25 dataset. Energies are from ωB97M-V/def2-TZVPD.

```
! RIJCOSX wB97M-V def2-TZVPD def2/J DEFGRID3
* xyz 0 1
C 1.514 0.788 -0.606
C -0.186 -1.176 -0.585
H -0.872 1.496 0.579
H 1.031 1.005 1.213
H 2.191 0.050 -1.190
H 0.263 -1.904 -1.233
H -1.315 -0.367 1.334
N -0.156 0.620 0.821
N 0.323 0.207 -0.387
N -1.251 -1.709 0.023
O 2.017 1.853 -0.080
O -2.228 -0.825 0.486
*
```

E: -10713.1165 eV
Relative energy (zero: lowest compared OMol25 entry of this formula, charge and spin): 200.5 kcal per mole

---

Here is a molecular structure, C24H41F3KN3Sb from the OMol25 dataset. Energies are from ωB97M-V/def2-TZVPD.

```
! RIJCOSX wB97M-V def2-TZVPD def2/J DEFGRID3
* xyz 1 1
K -0.619 -0.555 0.688
N 2.704 -3.518 1.461
C 1.342 -3.631 1.994
C 1.062 -2.407 2.857
C -0.376 -2.367 3.412
N -0.896 -0.989 3.355
C -1.319 -3.367 2.715
C -1.102 -3.758 1.240
N -1.906 -2.928 0.326
C 0.379 -3.714 0.817
H 3.382 -3.502 2.216
H 2.777 -1.608 0.096
H 2.929 -4.326 0.889
H 1.200 -4.526 2.617
H 1.293 -1.511 2.267
H 1.767 -2.374 3.691
H -0.348 -2.688 4.459
H -0.294 -0.386 3.910
H -1.803 -0.950 3.809
H -2.354 -3.040 2.852
H -1.242 -4.295 3.284
H -1.447 -4.795 1.169
H -2.891 -3.038 0.545
H -1.800 -3.282 -0.620
H 0.580 -2.868 0.150
H 0.605 -4.599 0.216
C -0.944 4.628 -1.516
C -2.291 4.250 -0.905
C -3.435 4.709 -1.800
Sb -2.325 2.143 -0.400
C -3.640 1.387 -1.941
C -4.223 0.040 -1.534
C -2.895 1.281 -3.266
C -3.761 2.191 1.228
C -5.028 2.981 0.937
C -3.083 2.698 2.496
H -0.898 5.703 -1.702
H -0.791 4.127 -2.475
H -0.105 4.364 -0.869
H -2.381 4.744 0.069
H -3.370 4.255 -2.792
H -3.380 5.791 -1.941
H -4.419 4.478 -1.394
H -4.451 2.112 -2.039
H -3.436 -0.712 -1.406
H -4.900 -0.337 -2.304
H -4.788 0.094 -0.601
H -2.058 0.581 -3.194
H -2.490 2.240 -3.595
H -3.557 0.916 -4.055
H -4.028 1.139 1.375
H -4.809 4.044 0.816
H -5.732 2.891 1.768
H -5.539 2.640 0.034
H -2.762 3.737 2.388
H -2.198 2.110 2.759
H -3.770 2.664 3.346
F 8.836 0.851 -3.025
C 8.584 -0.397 -2.595
F 9.512 -0.701 -1.677
F 8.766 -1.219 -3.644
C 7.185 -0.514 -2.053
C 6.957 -0.918 -0.748
C 5.657 -1.012 -0.280
C 4.593 -0.700 -1.121
C 4.826 -0.303 -2.437
C 6.125 -0.206 -2.898
C 3.232 -0.771 -0.641
C 2.022 -0.539 -0.417
H 7.787 -1.156 -0.098
H 5.468 -1.319 0.739
H 3.997 -0.072 -3.091
H 6.316 0.104 -3.916
*
```

E: -61031.8382 eV
Relative energy (zero: lowest compared OMol25 entry of this formula, charge and spin): 0.0 kcal per mole

---

Here is a single C4H4N2O molecule from the OMol25 dataset. Energies are from ωB97M-V/def2-TZVPD.

```
! RIJCOSX wB97M-V def2-TZVPD def2/J DEFGRID3
* xyz 0 1
O -3.077 -0.678 -0.421
C -1.938 -0.401 -0.427
C -0.656 -0.105 -0.550
C -0.088 1.254 -0.448
N 1.026 1.264 0.170
C 1.273 -0.111 0.604
N 0.472 -0.948 -0.301
H -0.547 2.151 -0.856
H 0.938 -0.182 1.657
H 2.332 -0.365 0.532
H 0.265 -1.879 0.041
*
```

SMILES: O=C=C1C=NCN1
E: -9238.3686 eV
Relative energy (zero: lowest compared OMol25 entry of this formula, charge and spin): 48.9 kcal per mole

---

Here is a molecular structure, ClH8O4Zn from the OMol25 dataset. Energies are from ωB97M-V/def2-TZVPD.

```
! RIJCOSX wB97M-V def2-TZVPD def2/J DEFGRID3
* xyz 0 2
Zn -25.303 21.266 -9.160
Cl -26.213 21.739 -11.425
O -24.442 24.451 -12.854
H -24.289 23.574 -13.204
H -25.146 24.335 -12.215
O -28.081 24.860 -10.570
H -27.554 24.205 -11.028
H -27.688 25.698 -10.814
O -28.762 19.727 -13.000
H -28.399 20.448 -12.486
H -29.701 19.749 -12.814
O -27.088 21.552 -14.693
H -26.959 22.172 -13.975
H -27.279 20.720 -14.260
*
```

E: -69259.6099 eV
Relative energy (zero: lowest compared OMol25 entry of this formula, charge and spin): 3.4 kcal per mole

---

Here is 2 unconnected molecules or ions with the total composition C3H5N3O7 from the OMol25 dataset. Energies are from ωB97M-V/def2-TZVPD.

```
! RIJCOSX wB97M-V def2-TZVPD def2/J DEFGRID3
* xyz 0 1
C -0.969 -0.619 -0.205
C -1.835 0.591 -0.026
C 1.072 -0.077 -0.034
N 1.778 -1.246 -0.603
N 1.255 1.180 -0.812
N 1.259 0.120 1.427
O 1.568 -2.295 -0.063
O 2.454 -1.036 -1.574
O 2.073 1.941 -0.377
O 0.564 1.306 -1.783
O 2.058 -0.573 1.987
O 0.558 0.971 1.910
O -3.150 0.084 -0.044
H -1.004 -1.358 0.588
H -0.958 -1.034 -1.204
H -1.615 1.130 0.902
H -1.751 1.268 -0.880
H -3.358 -0.354 0.790
*
```

E: -21983.4210 eV
Relative energy (zero: lowest compared OMol25 entry of this formula, charge and spin): 0.9 kcal per mole

---

Here is 2 unconnected molecules or ions with the total composition C5H12NO2 from the OMol25 dataset. Energies are from ωB97M-V/def2-TZVPD.

```
! RIJCOSX wB97M-V def2-TZVPD def2/J DEFGRID3
* xyz -1 1
C 2.456 0.376 0.336
O 2.998 1.319 1.297
C 1.327 0.922 -0.525
C 0.361 -0.221 -0.866
C -0.662 -0.458 0.228
C -1.379 -1.657 0.209
N -2.477 -1.989 0.860
H 3.286 0.101 -0.313
H 2.149 -0.480 0.944
H 0.773 1.661 0.044
H 1.734 1.384 -1.423
H 0.986 -1.119 -1.014
H -0.084 0.039 -1.826
H -0.614 0.250 1.048
H -0.954 -2.391 -0.496
H -3.011 -1.202 1.198
H -2.189 1.355 -0.529
H -2.727 0.148 -1.095
H 2.283 1.922 1.554
O -2.681 1.091 -1.324
*
```

E: -10963.7384 eV
Relative energy (zero: lowest compared OMol25 entry of this formula, charge and spin): 75.0 kcal per mole

---

Here is 2 unconnected molecules or ions with the total composition C2H7N from the OMol25 dataset. Energies are from ωB97M-V/def2-TZVPD.

```
! RIJCOSX wB97M-V def2-TZVPD def2/J DEFGRID3
* xyz 0 1
C 1.424 -0.378 0.970
N 1.953 0.611 0.339
H 0.678 -0.227 1.766
H 1.700 -1.415 0.722
H 1.576 1.497 0.693
C -1.467 -0.018 -0.898
H -0.517 0.080 -1.428
H -2.266 -0.200 -1.618
H -1.672 0.903 -0.348
H -1.410 -0.854 -0.198
*
```

SMILES: C=N.C
E: -3676.6380 eV
Relative energy (zero: lowest compared OMol25 entry of this formula, charge and spin): 19.5 kcal per mole

---

Here is a molecular structure, C28H25N3O3ReSSe from the OMol25 dataset. Energies are from ωB97M-V/def2-TZVPD.

```
! RIJCOSX wB97M-V def2-TZVPD def2/J DEFGRID3
* xyz -1 3
Re -0.703 -0.260 -0.357
O -2.045 0.139 -1.707
C -3.304 0.343 -1.260
C -4.111 1.203 -1.990
C -5.496 1.254 -1.815
C -5.993 0.751 -0.608
C -5.194 0.025 0.260
C -3.853 -0.300 -0.062
C -3.159 -1.280 0.670
N -1.953 -1.652 0.258
N -1.516 -2.924 0.393
C -0.519 -3.086 -0.463
O -0.120 -2.120 -1.261
C 0.008 -4.446 -0.598
C 1.257 -4.670 -1.183
C 1.736 -5.962 -1.371
C 0.996 -7.017 -0.915
C -0.273 -6.821 -0.394
C -0.704 -5.546 -0.063
H -3.617 1.701 -2.833
H -6.104 1.724 -2.566
H -7.050 0.915 -0.480
H -5.691 -0.232 1.192
H -3.667 -1.895 1.400
H 1.858 -3.790 -1.399
H 2.668 -6.154 -1.881
H 1.363 -7.999 -1.015
H -0.858 -7.751 -0.170
H -1.570 -5.304 0.538
O 0.328 -1.008 1.096
N 1.751 -1.200 0.947
C 2.441 -1.892 1.867
C 3.834 -1.936 1.854
C 4.464 -1.227 0.817
C 3.770 -0.597 -0.205
C 2.391 -0.578 -0.109
S 1.345 0.348 -1.233
H 1.785 -2.411 2.579
H 4.388 -2.467 2.587
H 5.559 -1.286 0.749
H 4.266 -0.057 -1.009
C 2.909 6.230 -0.122
C 1.893 5.204 0.184
C 0.766 4.948 -0.598
C -0.127 3.940 -0.297
C -1.382 3.811 -1.159
C 0.032 3.076 0.843
Se -1.207 1.609 1.202
C 1.225 3.255 1.612
C 1.693 2.295 2.622
C 2.075 4.300 1.263
H 2.403 6.914 -0.895
H 3.888 5.869 -0.556
H 3.200 6.731 0.847
H 0.523 5.581 -1.474
H -1.351 4.630 -1.937
H -2.395 3.818 -0.578
H -1.416 2.905 -1.749
H 2.635 1.817 2.318
H 0.983 1.429 2.784
H 1.926 2.775 3.589
H 3.027 4.328 1.840
*
```

E: -118365.5057 eV
Relative energy (zero: lowest compared OMol25 entry of this formula, charge and spin): 22.5 kcal per mole

---

Here is 2 unconnected molecules or ions with the total composition C5H13N2 from the OMol25 dataset. Energies are from ωB97M-V/def2-TZVPD.

```
! RIJCOSX wB97M-V def2-TZVPD def2/J DEFGRID3
* xyz 2 2
N 1.065 -1.179 2.533
C 0.934 -1.332 1.234
N 1.987 -1.185 0.461
H 1.943 -0.783 2.850
H 0.279 -1.141 3.165
H -0.040 -1.570 0.818
H 1.861 -1.183 -0.540
H 2.877 -0.860 0.814
C 0.410 1.391 -1.595
C -1.138 1.159 -1.572
C -1.516 -0.011 -0.805
C -2.024 0.034 0.490
H 0.923 0.537 -2.045
H 0.651 2.269 -2.193
H 0.817 1.536 -0.597
H -1.504 1.150 -2.618
H -1.535 2.077 -1.118
H -1.487 -0.977 -1.314
H -2.256 -0.891 1.001
H -2.247 0.958 1.031
*
```

E: -8356.1844 eV
Relative energy (zero: lowest compared OMol25 entry of this formula, charge and spin): 51.6 kcal per mole

---

Here is a molecular structure, C26H46Cl2O2P2Ru from the OMol25 dataset. Energies are from ωB97M-V/def2-TZVPD.

```
! RIJCOSX wB97M-V def2-TZVPD def2/J DEFGRID3
* xyz 2 5
Ru 0.208 -0.161 0.581
C -1.859 1.583 0.086
C -2.395 0.693 -0.882
C -1.889 -0.596 0.996
C -1.555 0.830 1.298
C -2.453 -0.612 -0.337
C -1.722 3.048 -0.064
H -1.311 3.312 -1.051
H -1.034 3.448 0.694
H -2.676 3.595 0.040
C -1.677 1.402 2.666
H -1.480 2.474 2.662
H -0.999 0.928 3.378
H -2.700 1.246 3.020
C -2.182 -1.613 2.040
H -3.252 -1.653 2.281
H -1.631 -1.385 2.955
H -1.879 -2.612 1.720
C -3.118 -1.771 -0.980
H -4.222 -1.730 -0.907
H -2.799 -2.712 -0.513
H -2.872 -1.818 -2.049
C -2.875 1.080 -2.236
H -3.868 1.572 -2.216
H -2.950 0.199 -2.886
H -2.172 1.780 -2.714
C 1.603 0.475 -3.260
C 0.568 1.318 -3.413
C -0.072 1.566 -4.749
C -0.960 0.432 -5.374
C -1.076 -0.888 -4.641
C -0.025 -1.711 -4.505
C 1.328 -1.390 -5.098
C 2.194 -0.279 -4.420
H 0.704 1.808 -5.500
H -0.557 0.253 -6.389
H -0.701 2.469 -4.656
H 2.470 0.434 -5.219
H 2.107 0.364 -2.290
H 0.195 1.924 -2.575
H 3.135 -0.741 -4.079
H 1.918 -2.321 -5.090
H -0.126 -2.698 -4.032
H 1.207 -1.094 -6.157
H -1.978 0.838 -5.500
H -2.086 -1.174 -4.316
P 1.687 1.734 0.669
C 1.428 2.615 2.269
H 2.303 3.229 2.530
H 1.258 1.885 3.073
H 0.545 3.262 2.202
C 3.414 1.123 0.758
H 4.084 1.914 1.133
H 3.734 0.826 -0.249
H 3.470 0.260 1.442
C 1.830 3.123 -0.538
H 2.214 2.749 -1.494
H 2.508 3.915 -0.169
H 0.852 3.583 -0.728
P 0.998 -2.339 0.000
C -0.196 -3.468 -0.827
H 0.327 -4.335 -1.268
H -0.719 -2.933 -1.625
H -0.936 -3.846 -0.099
C 2.499 -2.438 -1.054
H 2.210 -2.441 -2.112
H 3.076 -3.354 -0.819
H 3.143 -1.568 -0.863
C 1.464 -3.323 1.476
H 1.739 -4.353 1.207
H 0.616 -3.347 2.173
H 2.301 -2.833 1.994
Cl 0.412 0.274 5.531
C 1.201 -1.144 4.783
Cl 0.105 -2.568 4.702
C 1.657 -0.772 3.352
O 2.870 -0.826 3.128
O 0.710 -0.454 2.523
H 2.080 -1.422 5.381
*
```

E: -77990.7630 eV